# 1
Here is an isolated ion of composition C5H15N2 and charge +1 in a non-equilibrium geometry from the OMol25 dataset. Energies are from the ωB97M-V functional and the def2-TZVPD basis.

As for the SMILES: CC[C@@H]([NH3+])CNC. As for the spin multiplicity: 1. The value obtained for the frontier orbital gap is 9.317 eV. The net charge is +1.

```
22
C5H15N2 (the ωB97M-V functional and the def2-TZVPD basis)
C -2.49844 -0.58405 0.82721
C -1.29422 0.38547 0.74773
C -0.37306 0.11329 -0.41031
N -0.93697 0.55541 -1.78749
C 1.05239 0.60256 -0.25357
N 1.68219 -0.01358 0.89414
C 2.84640 -0.87023 0.51702
H -3.01784 -0.73878 -0.11246
H -2.14052 -1.50485 1.30426
H -3.19334 -0.28895 1.60986
H -0.73302 0.24112 1.66560
H -1.66074 1.42165 0.70808
H -0.47896 -0.96403 -0.62392
H -1.56142 -0.03534 -2.33586
H -1.39887 1.46735 -1.70060
H -0.17348 0.72426 -2.44427
H 1.57021 0.24539 -1.15586
H 0.99454 1.69810 -0.26339
H 1.99558 0.71013 1.52867
H 3.66210 -0.22874 0.17622
H 3.15614 -1.42249 1.39314
H 2.50133 -1.51370 -0.28420
```

# 2
Here is C37H45BCl3HgN12O2P2S as an isolated structure from the OMol25 dataset. Energies are from the ωB97M-V functional and the def2-TZVPD basis.

As for the spin multiplicity: 2. The value obtained for the frontier orbital gap (spin up / spin down) is 3.885 / 3.850 eV. The net charge is -2.

```
104
C37H45BCl3HgN12O2P2S (the ωB97M-V functional and the def2-TZVPD basis)
Hg 0.52963 0.74451 -1.35961
N -3.85178 6.23415 -3.24002
C -3.52140 5.37990 -2.17658
C -2.86477 5.87472 -1.05141
C -2.55155 5.03431 0.00422
C -2.90463 3.69402 -0.05770
C -3.57676 3.19511 -1.16561
C -3.89252 4.03700 -2.21534
S -2.37389 2.58448 1.21011
O -3.28060 1.45818 1.17479
O -2.31036 3.32732 2.44506
N -0.96485 2.06433 0.65249
C 0.19593 2.69693 0.88804
N 1.26547 2.06424 0.32993
C 2.48062 2.54998 0.52723
C 2.69804 3.67505 1.29171
C 1.55089 4.32197 1.73268
N 0.32284 3.87308 1.53370
H -3.25284 7.04147 -3.31322
H -3.94618 5.75897 -4.12395
H -2.57666 6.91970 -1.01987
H -2.01846 5.39421 0.87474
H -3.83040 2.14375 -1.19267
H -4.39053 3.64609 -3.09570
H 3.28981 2.02807 0.02886
H 3.68925 4.06578 1.45826
H 1.61925 5.27522 2.24988
B -1.12889 -0.38921 -4.47449
N -1.32898 1.08291 -4.00593
C -1.60449 2.08120 -4.85862
C -1.50008 3.28596 -4.18891
C -1.14399 2.91943 -2.89243
N -1.05199 1.59357 -2.79655
N -1.37605 -1.53204 -3.40527
C -2.25373 -2.52920 -3.65400
C -1.81942 -3.71147 -3.09597
C -0.62074 -3.40604 -2.46520
N -0.37661 -2.07570 -2.63754
H 0.00435 -0.54281 -4.86965
H -1.95991 -0.57719 -5.33588
H -1.82900 1.86972 -5.89095
H -1.62098 4.27933 -4.58482
H -0.96052 3.54332 -2.03090
H -3.13007 -2.32603 -4.24270
H -2.31636 -4.66554 -3.11095
H 0.01756 -4.00845 -1.84410
C -2.36652 -1.46560 0.12390
P -1.14994 -2.74512 0.62764
C -0.17183 -1.70349 1.82240
N -0.78315 -1.07148 2.78611
C -0.04541 -0.26628 3.59383
C -0.65779 0.36790 4.69989
C 0.08133 1.18286 5.50540
C 1.45057 1.41752 5.22938
C 2.06565 0.80070 4.18058
C 1.32941 -0.08726 3.36145
N 1.97376 -0.83134 2.42654
C 1.26536 -1.64121 1.68991
P 2.10494 -2.91191 0.62691
C 2.68173 -1.88128 -0.82269
C 3.74825 -3.21054 1.50561
C 4.40424 -4.36987 0.74844
C 3.41490 -3.67882 2.92755
C 4.72351 -2.02821 1.57069
C -2.15434 -3.83147 1.80011
C -1.18323 -4.45014 2.80973
C -2.73596 -4.93817 0.91432
C -3.28610 -3.11433 2.53478
H -2.75795 -0.90707 0.97187
H -3.17661 -1.93679 -0.43622
H -1.86832 -0.74831 -0.53182
H -1.71674 0.20813 4.85565
H -0.38576 1.67189 6.35053
H 2.01120 2.09777 5.85801
H 3.10786 0.97467 3.94780
H 3.66950 -2.24111 -1.10472
H 2.75555 -0.83266 -0.52800
H 1.85011 -2.90017 -2.42174
H 3.72809 -5.22511 0.67237
H 5.30656 -4.69135 1.27758
H 4.69658 -4.07930 -0.26310
H 2.64858 -4.45996 2.92091
H 3.05705 -2.85043 3.53943
H 4.31305 -4.08697 3.40303
H 5.16711 -1.81609 0.59678
H 5.53855 -2.27585 2.26000
H 4.23044 -1.13053 1.93414
H -0.30641 -4.86784 2.30451
H -1.67689 -5.25311 3.36703
H -0.83271 -3.70383 3.52472
H -1.94125 -5.54687 0.47697
H -3.32082 -4.51628 0.09216
H -3.39333 -5.58703 1.50243
H -2.93800 -2.19554 3.00430
H -3.68950 -3.77549 3.31070
H -4.10005 -2.85996 1.85341
Cl 4.16495 5.68439 -2.73460
C 4.12813 2.61008 -3.92848
Cl 5.80555 2.32911 -3.56856
Cl 3.74778 3.06206 -5.56369
C 3.18328 2.04339 -3.16214
N 2.33770 1.62290 -2.45283
N 1.79977 -2.00394 -1.95408
C 0.61393 -1.32952 -2.04208
```